(1)
Density functional theory data (wB97M-V/def2-TZVPD) for a structure of composition C37H37MgN7O3S at a distorted geometry.

Element x y z (Å)
Mg1 -0.139 0.606 -0.165
O1 -3.942 2.406 -0.178
S1 -3.118 1.761 0.808
O2 -3.762 1.174 1.959
N1 -2.159 0.640 0.110
C1 -2.728 -0.611 0.004
C2 -3.928 -1.017 -0.403
C3 -4.427 -2.362 -0.563
C4 -3.713 -3.471 -0.774
C5 -2.266 -3.554 -0.863
C6 -1.658 -4.628 -1.524
C7 -0.289 -4.690 -1.674
C8 0.482 -3.656 -1.159
N2 -0.064 -2.653 -0.482
C9 -1.365 -2.648 -0.327
C10 -1.989 2.996 1.412
C11 -0.776 2.690 2.009
C12 0.012 3.705 2.527
C13 -0.433 5.017 2.479
C14 -1.659 5.317 1.904
C15 -2.440 4.308 1.361
H1 -4.596 -0.208 -0.677
H2 -5.505 -2.451 -0.608
H3 -4.237 -4.399 -0.955
H4 -2.293 -5.412 -1.917
H5 0.180 -5.518 -2.185
H6 1.558 -3.631 -1.278
H7 -0.437 1.665 2.085
H8 0.968 3.467 2.976
H9 0.176 5.808 2.895
H10 -2.008 6.341 1.868
H11 -3.387 4.523 0.886
C16 6.808 0.633 -0.868
C17 6.169 0.178 0.452
C18 6.570 1.146 1.574
C19 6.710 -1.210 0.797
C20 4.649 0.177 0.300
C21 3.864 -1.002 0.435
C22 2.512 -0.927 0.276
N3 1.840 0.210 -0.022
C23 2.581 1.376 -0.162
C24 3.984 1.335 0.012
C25 1.869 2.558 -0.510
C26 2.454 3.850 -0.559
C27 1.729 4.948 -0.925
C28 0.358 4.748 -1.248
C29 -0.172 3.497 -1.158
N4 0.531 2.406 -0.790
C30 2.314 6.354 -0.943
C31 1.854 7.102 -2.204
C32 3.844 6.341 -0.919
C33 1.806 7.101 0.299
H12 7.896 0.616 -0.784
H13 6.505 1.648 -1.129
H14 6.516 -0.027 -1.686
H15 7.656 1.152 1.691
H16 6.124 0.844 2.523
H17 6.250 2.165 1.358
H18 7.795 -1.161 0.899
H19 6.483 -1.936 0.015
H20 6.303 -1.578 1.740
H21 4.307 -1.957 0.669
H22 1.894 -1.806 0.396
H23 4.542 2.253 -0.111
H24 3.493 3.957 -0.289
H25 -0.277 5.568 -1.550
H26 -1.219 3.324 -1.388
H27 2.047 6.514 -3.102
H28 2.395 8.046 -2.290
H29 0.790 7.336 -2.172
H30 4.249 5.725 -1.724
H31 4.230 5.967 0.032
H32 4.221 7.356 -1.046
H33 0.715 7.123 0.321
H34 2.171 8.130 0.296
H35 2.155 6.612 1.210
N5 -1.080 -0.727 2.788
C34 -1.637 -1.787 2.193
O3 -1.758 -1.574 0.515
C35 -2.460 -2.743 2.781
C36 -2.788 -2.560 4.155
N6 -3.052 -2.422 5.269
C37 -2.858 -3.969 2.189
N7 -3.184 -4.973 1.724
H36 -0.075 -0.638 2.829
H37 -1.643 0.056 3.100

Values from the calculation:
**Frontier orbital gap (spin up / spin down)**: 0.2285 / 0.1883 Eh
**E_HOMO (spin up / spin down)**: -6.568 / -5.604 eV

=====

(2)
Density functional theory data (wB97M-V/def2-TZVPD) for a structure of composition C37H37N4O9PS2V at a distorted geometry.

Element x y z (Å)
V1 -0.200 -0.477 1.317
O1 -0.454 2.536 2.578
S1 -1.462 1.758 3.258
O2 -1.687 2.014 4.642
O3 -1.325 0.283 2.944
C1 -2.950 2.181 2.339
C2 -3.838 3.013 3.013
C3 -5.023 3.422 2.425
C4 -5.339 2.988 1.149
C5 -4.462 2.151 0.480
C6 -3.258 1.730 1.051
P1 -2.249 0.599 -0.017
C7 -3.419 -0.704 -0.506
C8 -3.198 -1.417 -1.685
C9 -4.029 -2.472 -2.029
C10 -5.074 -2.836 -1.191
C11 -5.274 -2.154 0.001
C12 -4.445 -1.096 0.349
C13 -1.993 1.590 -1.533
C14 -2.947 1.648 -2.551
C15 -2.727 2.416 -3.684
C16 -1.552 3.143 -3.819
C17 -0.600 3.098 -2.812
C18 -0.820 2.325 -1.681
H1 -3.578 3.334 4.012
H2 -5.696 4.072 2.968
H3 -6.262 3.291 0.672
H4 -4.729 1.813 -0.513
H5 -2.369 -1.156 -2.333
H6 -3.853 -3.013 -2.950
H7 -5.725 -3.658 -1.461
H8 -6.075 -2.445 0.667
H9 -4.591 -0.585 1.292
H10 -3.872 1.093 -2.466
H11 -3.480 2.450 -4.461
H12 -1.381 3.745 -4.702
H13 0.316 3.668 -2.900
H14 -0.062 2.318 -0.910
C19 0.482 -3.831 1.997
C20 -0.923 -3.408 1.696
N1 -1.848 -4.376 1.710
O4 -1.310 -2.258 1.429
H15 0.521 -4.904 2.176
H16 0.849 -3.302 2.873
H17 1.131 -3.583 1.158
H18 -1.615 -5.329 1.920
H19 -2.805 -4.131 1.513
C21 4.681 -1.108 -2.758
N2 3.813 -1.891 -1.863
N3 2.476 -1.489 -1.902
C22 2.019 -1.308 -0.627
O5 0.829 -1.013 -0.385
C23 3.112 -1.567 0.255
C24 4.171 -1.899 -0.521
C25 5.564 -2.225 -0.122
C26 1.688 -1.717 -3.066
C27 0.472 -1.054 -3.225
C28 -0.273 -1.275 -4.372
C29 0.176 -2.144 -5.357
C30 1.384 -2.800 -5.185
C31 2.145 -2.593 -4.044
H20 4.271 -1.126 -3.763
H21 5.664 -1.570 -2.773
H22 4.761 -0.074 -2.413
H23 3.062 -1.495 1.328
H24 5.629 -2.276 0.962
H25 6.265 -1.462 -0.463
H26 5.869 -3.182 -0.545
H27 0.127 -0.358 -2.478
H28 -1.210 -0.747 -4.500
H29 -0.411 -2.308 -6.250
H30 1.742 -3.488 -5.940
H31 3.070 -3.133 -3.902
N4 1.010 1.327 1.164
C32 1.928 1.787 2.201
C33 2.239 1.058 3.335
C34 3.210 1.547 4.201
C35 3.872 2.740 3.952
C36 3.528 3.477 2.830
C37 2.556 3.000 1.963
S2 5.172 3.298 5.078
O6 5.812 4.381 4.351
O7 5.989 2.105 5.239
O8 4.441 3.697 6.264
H32 1.574 1.321 0.315
H33 0.324 2.055 0.993
H34 1.759 0.126 3.578
H35 3.475 0.981 5.085
H36 4.040 4.411 2.642
H37 2.293 3.577 1.081
O9 0.882 -1.125 2.213

Values from the calculation:
**Frontier orbital gap (spin up / spin down)**: 0.2236 / 0.2230 Eh
**Multiplicity**: 2
**E_HOMO (spin up / spin down)**: -6.771 / -6.771 eV

=====

(3)
Density functional theory data (wB97M-V/def2-TZVPD) for a structure of composition C37H37N6ReSSb2 at a distorted geometry.

Element x y z (Å)
Re1 1.389 -1.805 0.381
N1 -0.966 -5.273 1.540
C1 -0.070 -4.298 1.438
S1 -0.642 -2.714 0.762
N2 1.147 -4.481 1.859
N3 1.930 -3.360 1.670
C2 3.053 -3.285 2.291
C3 3.813 -2.055 2.081
C4 5.014 -1.804 2.727
C5 5.653 -0.594 2.516
C6 5.072 0.330 1.659
C7 3.872 0.020 1.043
N4 3.240 -1.150 1.236
H1 -1.915 -5.153 1.232
H2 -0.698 -6.156 1.951
H3 3.379 -4.082 2.950
H4 5.427 -2.552 3.390
H5 6.591 -0.375 3.009
H6 5.542 1.282 1.459
H7 3.410 0.699 0.343
C8 -1.716 -0.126 2.652
C9 -0.317 0.354 3.060
C10 0.907 -0.274 2.398
Sb1 0.310 0.448 -0.325
C11 1.078 2.399 -0.491
C12 2.056 2.915 0.356
C13 2.482 4.227 0.193
C14 1.936 5.017 -0.810
C15 0.957 4.503 -1.649
C16 0.521 3.195 -1.493
C17 -0.174 -0.051 -2.333
C18 0.670 0.363 -3.363
C19 0.438 -0.090 -4.655
C20 -0.624 -0.948 -4.913
C21 -1.459 -1.362 -3.883
C22 -1.236 -0.918 -2.587
Sb2 -2.202 0.764 0.788
C23 -2.694 2.761 1.132
C24 -4.033 3.037 1.408
C25 -4.400 4.336 1.728
C26 -3.442 5.340 1.766
C27 -2.113 5.056 1.488
C28 -1.725 3.763 1.169
C29 -3.824 -0.169 -0.124
C30 -4.463 0.484 -1.176
C31 -5.559 -0.124 -1.771
C32 -6.002 -1.359 -1.316
C33 -5.359 -2.000 -0.264
C34 -4.259 -1.408 0.339
H8 -2.489 0.215 3.340
H9 -1.748 -1.211 2.595
H10 -0.180 0.125 4.123
H11 -0.280 1.445 2.980
H12 1.112 -1.273 2.745
H13 1.807 0.327 2.391
H14 2.469 2.331 1.169
H15 3.237 4.634 0.853
H16 2.272 6.037 -0.934
H17 0.529 5.122 -2.427
H18 -0.247 2.809 -2.152
H19 1.494 1.039 -3.175
H20 1.080 0.237 -5.462
H21 -0.808 -1.287 -5.924
H22 -2.290 -2.023 -4.091
H23 -1.888 -1.259 -1.790
H24 -4.788 2.260 1.370
H25 -5.435 4.562 1.946
H26 -3.735 6.351 2.014
H27 -1.373 5.846 1.520
H28 -0.686 3.556 0.953
H29 -4.129 1.454 -1.524
H30 -6.073 0.372 -2.583
H31 -6.864 -1.822 -1.778
H32 -5.725 -2.952 0.095
H33 -3.767 -1.903 1.168
N5 3.802 -2.798 -1.279
C35 4.099 -3.423 -2.421
C36 2.928 -3.553 -3.145
C37 1.952 -2.957 -2.364
N6 2.485 -2.496 -1.214
H34 4.425 -2.545 -0.529
H35 5.110 -3.718 -2.652
H36 2.808 -4.009 -4.112
H37 0.899 -2.818 -2.562

Values from the calculation:
**Total charge**: +3
**Frontier orbital gap (spin up / spin down)**: 0.2290 / 0.2272 Eh
**Multiplicity**: 2
**E_HOMO (spin up / spin down)**: -15.856 / -15.910 eV

=====

(4)
Density functional theory data (wB97M-V/def2-TZVPD) for a structure of composition C37H38AsIIrN2O9P2 at a distorted geometry.

Element x y z (Å)
Ir1 -1.945 0.796 -1.497
C1 -1.459 0.215 2.346
C2 -0.581 -0.604 3.301
As1 1.265 0.066 3.664
C3 2.455 -1.236 2.799
C4 3.678 -0.838 2.279
C5 4.595 -1.793 1.873
C6 4.284 -3.139 1.987
C7 3.067 -3.531 2.516
C8 2.147 -2.583 2.926
C9 1.773 -0.468 5.477
C10 3.149 -0.529 5.708
C11 3.631 -1.031 6.899
C12 2.741 -1.424 7.888
C13 1.373 -1.342 7.668
C14 0.882 -0.834 6.477
P1 -0.703 0.594 0.692
C15 0.174 -0.960 0.307
C16 1.516 -1.036 -0.043
C17 2.056 -2.237 -0.471
C18 1.270 -3.372 -0.550
C19 -0.066 -3.310 -0.186
C20 -0.614 -2.109 0.219
C21 0.547 1.867 1.046
C22 0.617 2.537 2.277
C23 1.605 3.492 2.498
C24 2.491 3.828 1.489
C25 2.384 3.214 0.247
C26 1.422 2.240 0.028
H1 -1.760 1.169 2.788
H2 -2.385 -0.342 2.165
H3 -0.448 -1.609 2.890
H4 -1.108 -0.692 4.254
H5 3.915 0.219 2.207
H6 5.555 -1.490 1.484
H7 5.000 -3.884 1.685
H8 2.836 -4.577 2.636
H9 1.211 -2.902 3.368
H10 3.841 -0.201 4.940
H11 4.697 -1.097 7.060
H12 3.114 -1.772 8.839
H13 0.682 -1.666 8.431
H14 -0.187 -0.755 6.332
H15 2.130 -0.151 0.007
H16 3.097 -2.278 -0.751
H17 1.695 -4.300 -0.897
H18 -0.686 -4.192 -0.235
H19 -1.668 -2.058 0.452
H20 -0.151 2.411 3.033
H21 1.667 3.990 3.456
H22 3.244 4.583 1.656
H23 3.045 3.508 -0.555
H24 1.333 1.781 -0.944
C27 2.592 -0.308 -3.080
O1 1.386 0.291 -2.588
P2 -0.113 -0.167 -2.920
O2 0.163 -1.735 -3.069
C28 -0.813 -2.727 -3.352
O3 -0.426 0.368 -4.407
C29 0.240 -0.065 -5.596
H25 2.447 -1.359 -3.322
H26 3.327 -0.212 -2.283
H27 2.939 0.233 -3.960
H28 -0.259 -3.657 -3.455
H29 -1.342 -2.506 -4.275
H30 -1.536 -2.803 -2.541
H31 1.020 0.650 -5.850
H32 -0.508 -0.076 -6.389
H33 0.671 -1.059 -5.487
O4 -2.608 5.104 -1.758
C30 -2.508 3.921 -1.942
O5 -1.815 3.057 -1.338
C31 -3.381 3.281 -3.080
C32 -4.569 3.823 -3.528
C33 -5.333 3.067 -4.424
C34 -5.017 1.758 -4.749
C35 -3.827 1.231 -4.264
C36 -2.944 2.036 -3.526
N1 -3.544 -0.152 -4.366
O6 -4.143 -0.848 -5.149
O7 -2.721 -0.608 -3.534
N2 -6.546 3.656 -5.018
O8 -7.103 2.973 -5.836
O9 -6.854 4.756 -4.652
H34 -4.911 4.802 -3.225
H35 -5.681 1.161 -5.363
H36 -1.886 1.796 -3.527
I1 -4.843 1.607 0.005
C37 -3.833 -0.106 -0.779
H37 -4.449 -0.533 -1.564
H38 -3.700 -0.818 0.029

Values from the calculation:
**Total charge**: +2
**Frontier orbital gap (spin up / spin down)**: 0.2420 / 0.2027 Eh
**Multiplicity**: 6
**E_HOMO (spin up / spin down)**: -12.634 / -13.995 eV

=====

(5)
Density functional theory data (wB97M-V/def2-TZVPD) for a cluster of 3 separate species, C37H38BCl2I3O7 in total at a distorted geometry.

Element x y z (Å)
C1 8.423 -1.169 -2.135
C2 8.248 -2.483 -1.165
O1 6.824 -2.944 -1.072
B1 6.245 -2.338 0.177
O2 5.998 -3.149 1.409
C3 5.894 -0.730 0.120
C4 6.847 0.333 0.951
Cl1 8.297 -0.364 1.926
C5 6.623 1.956 1.022
O3 7.480 2.897 1.817
C6 5.329 2.558 0.152
C7 4.371 1.513 -0.672
C8 4.606 -0.143 -0.708
C9 3.521 -1.086 -1.562
O4 3.923 -2.087 -2.348
C10 1.925 -0.620 -1.374
C11 1.694 1.037 -1.353
C12 0.198 1.721 -1.128
C13 0.011 3.363 -1.075
C14 -0.558 3.928 -2.533
C15 0.251 5.322 -2.870
Cl2 -0.555 6.319 -4.231
C16 -1.052 0.644 -0.946
O5 -2.434 1.187 -0.764
C17 -2.590 1.802 0.563
C18 -3.992 1.386 1.342
C19 -4.977 2.732 1.453
O6 -3.597 1.098 2.762
C20 -0.829 -1.013 -1.002
I1 -2.694 -2.199 -0.797
C21 0.676 -1.708 -1.221
C22 0.895 -3.331 -1.290
I2 2.351 -4.093 0.208
C23 1.233 -3.882 -2.832
C24 -0.270 -4.179 -3.502
I3 2.231 -5.824 -2.637
C25 3.029 2.031 -1.526
O7 3.055 3.119 -2.305
H1 9.098 -1.370 -3.088
H2 8.932 -0.236 -1.592
H3 7.387 -0.772 -2.553
H4 8.847 -3.373 -1.671
H5 8.727 -2.338 -0.084
H6 5.583 -4.046 1.158
H7 7.526 2.509 2.759
H8 5.093 3.705 0.135
H9 -0.708 3.718 -0.191
H10 1.036 3.940 -0.870
H11 -0.386 3.181 -3.419
H12 -1.726 4.137 -2.406
H13 0.338 6.035 -1.920
H14 1.358 5.091 -3.249
H15 -2.678 2.978 0.375
H16 -1.707 1.512 1.273
H17 -4.553 0.480 0.856
H18 -4.357 3.734 1.548
H19 -5.594 2.795 0.459
H20 -5.685 2.673 2.394
H21 -3.220 1.951 3.131
H22 -0.130 -3.874 -1.005
H23 1.799 -3.092 -3.485
H24 -0.792 -5.039 -2.860
H25 -0.197 -4.568 -4.609
H26 -0.980 -3.250 -3.447
C26 -2.683 -2.163 6.733
C27 -1.380 -2.632 6.895
C28 -0.383 -2.245 6.001
C29 -0.687 -1.381 4.949
C30 -1.989 -0.909 4.789
C31 -2.989 -1.303 5.678
H27 -3.461 -2.467 7.428
H28 -1.142 -3.300 7.719
H29 0.631 -2.616 6.124
H30 0.092 -1.075 4.254
H31 -2.225 -0.234 3.970
H32 -4.004 -0.939 5.550
C32 -7.677 0.063 -0.310
C33 -6.899 0.354 -1.430
C34 -7.506 0.551 -2.670
C35 -8.893 0.468 -2.788
C36 -9.672 0.181 -1.667
C37 -9.064 -0.026 -0.429
H33 -7.203 -0.095 0.656
H34 -5.818 0.425 -1.336
H35 -6.898 0.771 -3.543
H36 -9.367 0.627 -3.753
H37 -10.753 0.117 -1.759
H38 -9.671 -0.256 0.443

Values from the calculation:
**Frontier orbital gap**: 0.2411 Eh
**E_HOMO**: -8.541 eV

=====

Summary of ΔE to the lowest compared entry with this formula, charge and spin in eV
8.6886; 0.0000; 0.7556; 1.5559; 25.0738
(order as listed above)